Entry 1:
{
  "formula": "C2H9N",
  "method": "the ωB97M-V functional and the def2-TZVPD basis",
  "multiplicity": 2,
  "total_energy_ha": -135.95282,
  "largest_force_ev_per_a": 3.4,
  "total_charge": 1,
  "s2": 0.754,
  "symbols": ["N", "H", "H", "H", "C", "C", "H", "H", "H", "H", "H", "H"],
  "coordinates": [[1.619, -2.863, -0.143], [0.787, -3.300, -0.574], [2.517, -2.859, -0.743], [1.435, -1.953, 0.327], [-0.385, 1.817, -0.391], [-1.432, 1.285, 0.613], [0.539, 2.180, 0.044], [-0.107, 1.103, -1.135], [-0.730, 2.665, -0.941], [-1.067, 0.379, 1.155], [-2.341, 1.188, 0.117], [-1.464, 2.022, 1.419]],
  "forces_ev_per_angstrom": [[0.77, 1.70, -2.29], [0.33, -0.40, 0.53], [-1.29, -0.51, 1.37], [0.17, -0.74, 0.39], [0.08, -0.16, 0.56], [3.11, 0.64, 1.11], [0.19, -0.17, 0.51], [0.13, -0.75, -0.59], [-0.65, 0.59, -0.33], [-0.54, 0.27, -0.75], [-1.70, -0.51, -0.40], [-0.60, 0.04, -0.11]],
  "mulliken_charge": [-0.171, 0.383, 0.412, 0.374, -0.950, -0.703, 0.316, 0.272, 0.329, 0.201, 0.293, 0.243]
}

---

Entry 2:
{
  "formula": "C2H9N2",
  "method": "the ωB97M-V functional and the def2-TZVPD basis",
  "smiles": "NCC[NH3+]",
  "multiplicity": 1,
  "total_energy_ha": -190.80150,
  "largest_force_ev_per_a": 5.6,
  "total_charge": 1,
  "symbols": ["N", "C", "C", "N", "H", "H", "H", "H", "H", "H", "H", "H", "H"],
  "coordinates": [[-0.307, 0.061, -1.894], [-0.742, -0.004, -0.426], [0.587, -0.349, 0.273], [0.541, 0.202, 1.782], [-0.781, -0.575, -2.443], [-0.528, 1.067, -2.203], [-1.421, -0.885, -0.284], [-1.373, 0.735, 0.102], [1.253, 0.325, -0.185], [1.000, -1.273, 0.386], [1.387, 0.230, 2.362], [-0.033, 1.145, 1.712], [-0.215, -0.494, 2.258]],
  "forces_ev_per_angstrom": [[-0.14, 4.68, 3.05], [-0.17, -3.63, -0.77], [-1.11, 4.45, 1.79], [-5.05, -0.73, -0.10], [-1.49, -1.43, -1.31], [0.55, -2.28, 0.10], [0.48, 0.44, -0.42], [0.81, 0.69, -0.81], [1.33, 0.45, -0.55], [0.50, -2.84, -0.34], [-0.17, 0.19, -0.39], [2.01, -2.05, 0.60], [2.44, 2.07, -0.85]],
  "mulliken_charge": [-0.593, -0.513, -0.541, -0.508, 0.253, 0.244, 0.314, 0.434, 0.348, 0.420, 0.337, 0.397, 0.408]
}

---

Entry 3:
{
  "formula": "C2H9N2O",
  "method": "the ωB97M-V functional and the def2-TZVPD basis",
  "multiplicity": 1,
  "total_energy_ha": -266.11311,
  "largest_force_ev_per_a": 1.6,
  "total_charge": 1,
  "symbols": ["C", "N", "C", "N", "H", "H", "H", "H", "H", "H", "H", "H", "H", "O"],
  "coordinates": [[-0.926, 1.541, -0.324], [-0.671, 0.109, -0.082], [-0.550, -0.406, 1.109], [-0.520, -1.728, 1.284], [-0.484, 1.755, -1.293], [-1.985, 1.747, -0.224], [-0.340, 2.152, 0.360], [-0.939, -0.568, -0.793], [-0.676, 0.149, 2.032], [-0.079, -2.315, 0.592], [-0.486, -2.080, 2.226], [2.690, -0.736, -2.037], [2.773, 0.578, -1.446], [2.191, -0.197, -1.405]],
  "forces_ev_per_angstrom": [[0.95, -0.30, -0.16], [-0.38, 0.12, 1.02], [-1.07, -1.18, -0.16], [0.73, 0.46, 0.12], [-0.54, 0.13, -0.21], [-0.07, 0.17, -0.30], [-0.16, -0.21, 0.31], [0.49, 0.41, -0.25], [0.34, 0.60, -0.30], [-0.28, -0.14, -0.19], [0.08, -0.04, 0.09], [-0.47, -0.45, 0.12], [-0.41, 0.22, 0.45], [0.79, 0.21, -0.53]],
  "mulliken_charge": [-0.855, -0.151, 0.210, -0.364, 0.321, 0.345, 0.346, 0.248, 0.363, 0.255, 0.268, 0.326, 0.317, -0.628]
}

---

Entry 4:
{
  "formula": "C2H9N2OP3",
  "method": "the ωB97M-V functional and the def2-TZVPD basis",
  "smiles": "CNC(=O)PP(N)#[PH2]",
  "multiplicity": 1,
  "total_energy_ha": -1290.37029,
  "largest_force_ev_per_a": 5.2,
  "symbols": ["C", "N", "C", "O", "P", "P", "N", "P", "H", "H", "H", "H", "H", "H", "H", "H", "H"],
  "coordinates": [[1.896, 2.226, 1.350], [1.681, 0.862, 0.728], [1.850, 0.604, -0.592], [2.172, 1.406, -1.413], [1.001, -1.144, -0.895], [-0.841, -0.132, -1.815], [-1.351, -1.143, -3.023], [-2.079, -0.601, -0.088], [2.906, 2.235, 1.794], [1.861, 2.955, 0.420], [1.191, 2.442, 2.063], [1.368, 0.135, 1.370], [1.587, -1.655, -2.118], [-0.794, -1.301, -3.875], [-2.041, -1.790, -2.920], [-1.568, 0.323, 0.757], [-3.080, 0.268, -0.357]],
  "forces_ev_per_angstrom": [[2.41, -0.63, -4.56], [-0.11, 1.18, 1.76], [-1.61, -1.55, 0.52], [0.82, 0.65, -0.80], [0.33, 0.11, -0.06], [1.81, 1.73, 0.14], [1.57, 0.63, -1.65], [-0.46, -2.55, -0.19], [-0.43, 0.27, -0.21], [0.07, -1.24, 2.17], [-1.86, 0.41, 1.51], [0.28, 0.13, -0.66], [-0.23, 0.76, 0.43], [-0.43, 0.50, 0.93], [-2.04, -2.22, 0.49], [1.15, 0.95, 0.75], [-1.28, 0.89, -0.58]],
  "mulliken_charge": [-0.823, -0.252, 0.548, -0.532, -0.235, 0.149, -0.466, -0.116, 0.270, 0.260, 0.336, 0.282, 0.069, 0.228, 0.203, 0.021, 0.059]
}

---

Entry 5:
{
  "formula": "C2H9N2OP3",
  "method": "the ωB97M-V functional and the def2-TZVPD basis",
  "multiplicity": 1,
  "total_energy_ha": -1290.31684,
  "largest_force_ev_per_a": 3.5,
  "symbols": ["C", "C", "N", "N", "O", "P", "P", "P", "H", "H", "H", "H", "H", "H", "H", "H", "H"],
  "coordinates": [[0.380, -0.976, -0.922], [2.438, 0.134, -1.555], [-1.674, -1.246, 2.016], [1.039, 0.111, -1.410], [0.785, -1.994, -0.405], [-0.405, 1.358, 1.393], [-2.208, -0.358, -0.852], [-2.141, 0.150, 1.274], [2.925, -0.305, -0.661], [2.708, -0.204, -2.673], [2.787, 1.179, -1.467], [-2.572, -1.846, 2.102], [-0.821, -1.645, 1.728], [0.522, 0.961, -1.560], [-1.285, 2.433, 1.367], [-0.391, 1.211, 2.819], [-2.085, 1.039, -1.195]],
  "forces_ev_per_angstrom": [[-1.55, 0.52, 0.80], [2.20, 0.69, -1.64], [-2.95, -1.30, 1.31], [-1.84, -1.18, 0.53], [-0.55, 1.69, -1.18], [1.21, 0.12, 0.54], [2.41, -0.27, -0.35], [-1.87, 0.60, -0.67], [-0.05, -0.65, -1.12], [0.05, 0.21, 2.85], [-0.32, -0.25, -0.33], [2.73, 0.71, -0.06], [0.75, -1.28, -0.42], [-0.28, -0.37, -0.07], [0.00, 0.79, 0.15], [-0.03, 0.36, -0.28], [0.08, -0.36, -0.07]],
  "mulliken_charge": [0.124, -0.942, -0.529, -0.064, -0.460, -0.232, 0.005, 0.091, 0.313, 0.262, 0.350, 0.281, 0.266, 0.306, 0.096, 0.120, 0.012]
}

---

Entry 6:
{
  "formula": "C2H9N2OPS",
  "method": "the ωB97M-V functional and the def2-TZVPD basis",
  "smiles": "CN(C)[P@@](N)(O)=S",
  "multiplicity": 1,
  "total_energy_ha": -1005.94058,
  "largest_force_ev_per_a": 3.4,
  "symbols": ["C", "N", "C", "P", "N", "O", "S", "H", "H", "H", "H", "H", "H", "H", "H", "H"],
  "coordinates": [[0.720, 0.823, 1.402], [0.565, -0.145, 0.293], [1.599, -0.085, -0.651], [-1.084, -0.485, 0.096], [-1.723, 0.869, -0.760], [-1.131, -1.835, -0.962], [-2.055, -0.931, 1.701], [1.706, 0.664, 1.779], [0.542, 1.876, 1.033], [-0.092, 0.417, 2.166], [1.866, 0.899, -1.080], [2.565, -0.425, -0.287], [1.368, -0.717, -1.560], [-1.586, 0.720, -1.789], [-2.760, 0.890, -0.766], [-0.500, -2.535, -0.615]],
  "forces_ev_per_angstrom": [[-2.32, -0.88, 0.43], [-1.88, 0.35, 1.40], [0.89, -0.61, -3.28], [0.12, -1.50, -1.47], [-0.80, -1.57, -1.59], [1.47, 1.29, 1.30], [0.06, 0.31, -0.13], [0.69, 0.27, 0.52], [0.18, -1.00, 0.67], [1.93, 1.64, -1.10], [-0.69, 0.17, 0.33], [-0.04, -0.41, 0.54], [0.17, 0.49, 1.00], [0.60, 0.33, 0.98], [0.75, -0.08, 0.83], [-1.13, 1.21, -0.43]],
  "mulliken_charge": [-0.999, 0.018, -0.853, 0.640, -0.642, -0.533, -0.419, 0.400, 0.289, 0.229, 0.334, 0.324, 0.293, 0.285, 0.297, 0.339]
}

---

Entry 7:
{
  "formula": "C2H9N2OPS2",
  "method": "the ωB97M-V functional and the def2-TZVPD basis",
  "multiplicity": 1,
  "total_energy_ha": -1404.09920,
  "largest_force_ev_per_a": 5.6,
  "symbols": ["C", "C", "N", "N", "O", "P", "S", "S", "H", "H", "H", "H", "H", "H", "H", "H", "H"],
  "coordinates": [[-2.105, 1.152, -0.784], [-1.183, -0.605, 0.858], [2.834, -0.977, 0.608], [0.302, -1.278, -0.075], [2.019, -0.175, -1.632], [1.531, -0.117, -0.129], [1.305, 1.703, 0.453], [-2.561, -0.501, -0.169], [-2.291, 1.138, -1.818], [-0.981, 1.152, -0.808], [-2.631, 1.899, -0.402], [-0.805, 0.390, 1.175], [-1.300, -1.166, 1.775], [2.491, -1.431, 1.426], [3.585, -0.332, 0.764], [0.105, -1.427, -1.044], [2.291, -1.043, -1.837]],
  "forces_ev_per_angstrom": [[3.17, -4.07, -2.28], [2.87, -0.21, -0.54], [-1.37, 0.69, -1.30], [-1.48, 2.24, 2.83], [-0.50, 1.78, -0.75], [0.90, -1.26, 1.19], [-0.11, 0.03, 0.10], [-0.17, 0.58, 0.01], [-0.69, 0.01, -1.56], [-1.21, 0.74, 0.70], [-1.73, 3.27, 2.29], [-0.17, -0.68, -0.50], [0.17, -0.88, -0.36], [0.17, -0.32, 0.78], [0.46, 0.10, 0.52], [-1.08, -0.29, -0.57], [0.79, -1.72, -0.55]],
  "mulliken_charge": [-0.647, -0.409, -0.618, -0.559, -0.566, 0.785, -0.398, -0.042, 0.343, 0.052, 0.332, 0.244, 0.331, 0.256, 0.263, 0.306, 0.329]
}

---

Entry 8:
{
  "formula": "C2H9N2OS",
  "method": "the ωB97M-V functional and the def2-TZVPD basis",
  "multiplicity": 1,
  "total_energy_ha": -664.13879,
  "largest_force_ev_per_a": 3.9,
  "total_charge": 1,
  "symbols": ["C", "C", "N", "N", "O", "S", "H", "H", "H", "H", "H", "H", "H", "H", "H"],
  "coordinates": [[-2.152, -0.069, 0.093], [1.583, -0.668, -0.410], [1.205, 0.603, -0.698], [1.245, -1.189, 0.879], [-1.381, 1.045, -0.257], [0.854, 1.686, 0.399], [-1.870, -0.889, -0.641], [-3.338, 0.086, 0.086], [-1.971, -0.334, 1.147], [1.270, -1.251, -1.275], [2.737, -0.725, -0.590], [1.333, -2.173, 0.899], [1.773, -0.641, 1.670], [-1.895, 1.745, -0.746], [0.605, 2.775, -0.555]],
  "forces_ev_per_angstrom": [[-2.83, -1.52, -0.15], [2.02, -1.98, 0.52], [0.28, 3.84, 0.60], [0.73, 2.93, 1.38], [-0.98, 2.37, -0.96], [0.19, -0.28, -2.73], [-0.61, 0.64, 1.19], [2.63, -0.05, -0.41], [0.38, -0.12, -0.56], [-0.46, -0.53, 0.19], [-1.34, 0.61, -0.04], [0.32, -0.98, 0.57], [-1.19, -2.05, -1.88], [0.44, -1.29, 0.75], [0.41, -1.57, 1.52]],
  "mulliken_charge": [-0.529, -0.306, -0.022, -0.527, -0.409, 0.217, 0.227, 0.298, 0.229, 0.412, 0.318, 0.236, 0.257, 0.308, 0.291]
}

---

Entry 9:
{
  "formula": "C2H9N2OS",
  "method": "the ωB97M-V functional and the def2-TZVPD basis",
  "multiplicity": 1,
  "total_energy_ha": -664.22871,
  "largest_force_ev_per_a": 4.2,
  "total_charge": 1,
  "symbols": ["C", "C", "N", "N", "O", "S", "H", "H", "H", "H", "H", "H", "H", "H", "H"],
  "coordinates": [[1.545, 0.379, 0.887], [0.555, -0.578, 0.199], [2.016, 1.276, -0.128], [0.305, -0.148, -0.998], [-2.808, -1.672, -0.396], [-3.161, -0.156, 0.247], [1.138, 0.934, 1.684], [2.338, -0.302, 1.366], [0.000, -1.340, 0.728], [3.020, 1.339, -0.214], [1.558, 2.173, 0.204], [-0.431, -0.400, -1.655], [-3.273, -2.405, 0.064], [1.125, 0.663, -1.178], [-3.926, 0.237, -0.808]],
  "forces_ev_per_angstrom": [[2.08, -3.68, -0.05], [-1.16, 2.44, -1.51], [-0.81, 2.18, 0.90], [1.18, -0.19, 1.04], [0.24, -0.35, 0.44], [-0.36, -0.54, -0.67], [-1.08, 0.14, 1.09], [-0.78, 1.16, -0.74], [-0.03, -0.20, -0.20], [0.02, 0.27, 0.11], [1.54, -0.77, -1.39], [0.15, -0.65, 0.44], [0.07, 0.90, -0.25], [-1.22, -0.74, 0.30], [0.16, 0.03, 0.48]],
  "mulliken_charge": [-0.424, -0.074, -0.563, -0.226, -0.483, -0.047, 0.307, 0.313, 0.452, 0.246, 0.308, 0.240, 0.356, 0.415, 0.183]
}

---

Entry 10:
{
  "formula": "C2H9N2S",
  "method": "the ωB97M-V functional and the def2-TZVPD basis",
  "multiplicity": 1,
  "total_energy_ha": -589.02035,
  "largest_force_ev_per_a": 2.5,
  "total_charge": 1,
  "symbols": ["S", "H", "H", "C", "C", "N", "N", "H", "H", "H", "H", "H", "H", "H"],
  "coordinates": [[0.964, 0.517, 3.829], [0.244, -0.377, 4.474], [2.132, -0.151, 4.065], [-0.386, -0.666, -1.626], [-0.387, 0.604, -1.113], [-0.536, 0.740, 0.358], [-0.088, -0.965, -2.959], [-0.475, -1.524, -0.980], [-0.437, 1.542, -1.670], [-1.492, 1.040, 0.631], [-0.343, -0.137, 0.838], [0.114, 1.388, 0.742], [0.259, -0.162, -3.501], [0.431, -1.849, -3.088]],
  "forces_ev_per_angstrom": [[0.87, 0.12, -0.27], [-0.36, -0.44, 0.33], [-0.59, 0.32, -0.19], [1.49, 1.60, -1.12], [-0.47, -1.41, -0.40], [-1.64, -0.42, -0.59], [0.03, 0.23, 1.18], [-0.07, -0.18, 0.16], [0.27, -0.43, 0.27], [0.58, -0.11, -0.03], [0.00, -0.21, 0.08], [0.78, 0.87, 0.40], [-0.22, -0.89, 0.26], [-0.66, 0.95, -0.08]],
  "mulliken_charge": [-0.390, 0.192, 0.206, -0.149, -0.280, -0.286, -0.476, 0.286, 0.345, 0.351, 0.336, 0.338, 0.248, 0.278]
}